{"formula": "C6H14N2", "method": "ωB97M-V/def2-TZVPD", "species": ["C", "C", "C", "C", "C", "N", "H", "H", "H", "H", "H", "H", "H", "H", "H", "C", "N", "H", "H", "H", "H", "H"], "positions_angstrom": [[-0.8379, 0.0125, 1.9823], [-1.1527, -0.4693, -1.9559], [0.0834, -0.6379, 0.9930], [-0.7731, 0.6642, -1.0539], [-1.5105, 1.7685, -0.9693], [0.0753, -1.8963, 0.8317], [0.8180, -2.2638, 0.2452], [-0.4041, -0.0411, 2.9851], [-1.0159, 1.0615, 1.7540], [-1.7905, -0.5090, 1.9708], [-1.0774, -1.4286, -1.4353], [-2.1812, -0.3800, -2.3211], [-0.4895, -0.5402, -2.8240], [-1.2169, 2.6158, -0.3577], [-2.4988, 1.8654, -1.4174], [2.4598, -0.3402, 0.0950], [1.2437, 0.2624, 0.6462], [1.4549, 0.9177, 1.3957], [0.5367, 0.7776, -0.4111], [2.1910, -0.7994, -0.8564], [2.8881, -1.0840, 0.7690], [3.1975, 0.4441, -0.0659]], "forces_ev_per_a": [[-0.326, 0.264, -0.341], [-0.218, -0.333, 0.113], [2.451, -0.352, 1.863], [2.512, 1.274, -0.355], [-0.413, -0.203, 0.310], [-0.554, 0.986, -0.555], [0.240, 0.147, 0.041], [0.065, -0.179, -0.090], [0.020, -0.035, -0.118], [-0.008, -0.022, 0.091], [-0.031, 0.019, -0.062], [-0.001, 0.048, -0.068], [0.006, 0.122, 0.055], [0.133, 0.062, -0.006], [-0.039, -0.051, -0.143], [-0.457, -0.097, 0.346], [0.343, -0.884, 1.027], [-0.250, -0.279, 0.017], [-3.619, -0.326, -1.823], [0.210, -0.015, -0.084], [0.022, -0.134, -0.104], [-0.087, -0.011, -0.115]], "lowdin_charge": [-0.038, -0.146, -0.464, -0.311, -0.074, 0.167, 0.050, 0.086, 0.066, 0.088, 0.043, 0.064, 0.066, 0.030, 0.041, -0.086, -0.117, 0.136, 0.143, 0.085, 0.084, 0.088], "e_tot_ev": -9425.8383, "max_force_ha_per_bohr": 0.0791, "e_lumo_ev": 0.730}

{"formula": "C56H134BF4N7O4", "method": "ωB97M-V/def2-TZVPD", "species": ["C", "C", "N", "C", "C", "C", "C", "C", "O", "C", "H", "H", "H", "H", "H", "H", "H", "H", "H", "H", "H", "H", "H", "H", "H", "H", "H", "H", "H", "H", "C", "C", "N", "C", "C", "C", "C", "C", "O", "C", "H", "H", "H", "H", "H", "H", "H", "H", "H", "H", "H", "H", "H", "H", "H", "H", "H", "H", "H", "H", "C", "C", "N", "C", "C", "C", "C", "C", "O", "C", "H", "H", "H", "H", "H", "H", "H", "H", "H", "H", "H", "H", "H", "H", "H", "H", "H", "H", "H", "H", "C", "C", "N", "C", "C", "C", "C", "C", "O", "C", "H", "H", "H", "H", "H", "H", "H", "H", "H", "H", "H", "H", "H", "H", "H", "H", "H", "H", "H", "H", "C", "C", "C", "N", "C", "C", "C", "C", "C", "H", "H", "H", "H", "H", "H", "H", "H", "H", "H", "H", "H", "H", "H", "H", "H", "H", "H", "C", "C", "C", "N", "C", "C", "C", "C", "C", "H", "H", "H", "H", "H", "H", "H", "H", "H", "H", "H", "H", "H", "H", "H", "H", "H", "H", "C", "C", "C", "N", "C", "C", "C", "C", "C", "H", "H", "H", "H", "H", "H", "H", "H", "H", "H", "H", "H", "H", "H", "H", "H", "H", "H", "B", "F", "F", "F", "F"], "positions_angstrom": [[2.4059, -1.2158, 3.9223], [1.7234, -1.3028, 2.5758], [1.9068, -2.5979, 1.8104], [1.1490, -2.3809, 0.5359], [3.3395, -2.8744, 1.5442], [4.1418, -1.7743, 0.8850], [1.2734, -3.6904, 2.6448], [1.5896, -5.1150, 2.2770], [1.1211, -5.4754, 1.0038], [1.4845, -6.8098, 0.6572], [1.9097, -1.8285, 4.6684], [2.4201, -0.1827, 4.2636], [3.4633, -1.4815, 3.8514], [2.0221, -0.4874, 1.9242], [0.6530, -1.1751, 2.7433], [1.5656, -3.0084, -0.2544], [1.3036, -1.3925, 0.1064], [0.1003, -2.5531, 0.7457], [3.3347, -3.7649, 0.9107], [3.7847, -3.2394, 2.4709], [5.1531, -2.1182, 0.6727], [4.2604, -0.9074, 1.5345], [3.6800, -1.5223, -0.0696], [0.2090, -3.4717, 2.7041], [1.6894, -3.5377, 3.6388], [1.0533, -5.6644, 3.0747], [2.6357, -5.3967, 2.4339], [2.5583, -6.9858, 0.7300], [1.1395, -6.9907, -0.3602], [0.9289, -7.5211, 1.2785], [-5.2925, -7.7713, 1.8247], [-4.0066, -7.3504, 1.1495], [-3.1545, -6.3672, 1.9317], [-4.0293, -5.2835, 2.4611], [-2.3869, -7.0805, 3.0286], [-2.0113, -6.2024, 4.2178], [-2.1169, -5.7375, 1.0111], [-2.5887, -4.6515, 0.0638], [-2.3047, -3.3974, 0.6392], [-2.9400, -2.3081, -0.0259], [-5.1791, -8.1665, 2.8360], [-5.6975, -8.5887, 1.2280], [-6.0264, -6.9715, 1.8783], [-4.2384, -6.8454, 0.2115], [-3.3608, -8.1996, 0.9279], [-4.6637, -5.6870, 3.2453], [-4.6345, -4.9215, 1.6381], [-3.4186, -4.5086, 2.9101], [-1.4655, -7.4488, 2.5878], [-3.0519, -7.8492, 3.4133], [-1.4559, -5.2993, 3.9544], [-1.4110, -6.8261, 4.8783], [-2.8900, -5.8715, 4.7672], [-1.6404, -6.5788, 0.5064], [-1.3306, -5.3397, 1.6491], [-3.6069, -4.7930, -0.3137], [-1.9594, -4.7774, -0.8328], [-4.0203, -2.4309, 0.1152], [-2.6640, -2.2616, -1.0799], [-2.6119, -1.3893, 0.4502], [-5.3492, 1.8982, -8.8910], [-4.1047, 1.9486, -8.0338], [-4.0775, 3.0768, -6.9914], [-4.5391, 4.3654, -7.6341], [-5.0447, 2.7584, -5.8842], [-4.9714, 3.6506, -4.6465], [-2.6414, 3.2687, -6.5639], [-1.8949, 2.0130, -6.1330], [-2.5313, 1.1267, -5.2523], [-2.2756, 1.3506, -3.8565], [-5.3588, 0.9887, -9.4854], [-5.4508, 2.7611, -9.5448], [-6.2571, 1.8891, -8.2835], [-3.2329, 2.1666, -8.6493], [-3.9842, 1.0351, -7.4577], [-3.9974, 4.5344, -8.5586], [-4.4086, 5.1355, -6.8835], [-5.5902, 4.2157, -7.8505], [-4.7915, 1.7431, -5.5790], [-6.0236, 2.6789, -6.3432], [-6.0023, 3.7975, -4.3194], [-4.5593, 4.6378, -4.8426], [-4.4551, 3.1891, -3.8108], [-2.7016, 3.9962, -5.7522], [-2.1557, 3.7683, -7.3991], [-0.9367, 2.3257, -5.6942], [-1.5708, 1.4839, -7.0329], [-3.1114, 0.8829, -3.3333], [-2.2546, 2.3859, -3.5116], [-1.3445, 0.8390, -3.6142], [-7.0939, 3.1144, 2.8568], [-6.3300, 1.8929, 3.3430], [-5.3776, 1.2554, 2.3607], [-6.1844, 0.6598, 1.2409], [-4.4456, 2.2965, 1.7666], [-3.3076, 1.7816, 0.8935], [-4.5640, 0.2062, 3.0476], [-5.2606, -1.0904, 3.4103], [-6.2634, -0.8818, 4.3716], [-6.6248, -2.0509, 5.0903], [-7.7760, 3.4579, 3.6268], [-7.6836, 2.9421, 1.9506], [-6.3985, 3.8940, 2.5479], [-6.9249, 1.1200, 3.8109], [-5.6904, 2.2872, 4.1417], [-5.5292, 0.0465, 0.6301], [-6.6808, 1.4698, 0.7227], [-6.9389, 0.0083, 1.6758], [-4.0985, 2.8119, 2.6641], [-5.0521, 2.9950, 1.1978], [-3.0064, 2.4834, 0.1173], [-3.4851, 0.8596, 0.3388], [-2.4019, 1.6643, 1.4918], [-4.1606, 0.6450, 3.9602], [-3.7459, -0.0783, 2.3869], [-4.5300, -1.7725, 3.8704], [-5.7080, -1.5901, 2.5409], [-7.4598, -1.8232, 5.7434], [-5.7580, -2.3849, 5.6739], [-6.9364, -2.8789, 4.4410], [8.2403, 4.2467, 0.9441], [7.1533, 3.5753, 0.1280], [5.8199, 4.2856, 0.3292], [4.6691, 3.6030, -0.4411], [3.4256, 4.3923, -0.2443], [4.9441, 3.4294, -1.9167], [4.4901, 2.0244, -2.2602], [4.9032, 1.2600, -1.0036], [4.3885, 2.1775, 0.1027], [9.2432, 3.9850, 0.6043], [8.2767, 4.0004, 2.0086], [8.1980, 5.3379, 0.8895], [6.9741, 2.5458, 0.4586], [7.4698, 3.4925, -0.9076], [5.8704, 5.3006, -0.0718], [5.5303, 4.3193, 1.3773], [3.5743, 5.4229, -0.5600], [3.1829, 4.4262, 0.8182], [2.6259, 3.8982, -0.7908], [4.5657, 4.3127, -2.4256], [6.0164, 3.4575, -2.0912], [3.4264, 2.0157, -2.5053], [5.0366, 1.6556, -3.1268], [4.4113, 0.2905, -0.9868], [5.9784, 1.0961, -0.9753], [3.3138, 2.0611, 0.2403], [4.8778, 2.0831, 1.0699], [6.5448, 7.2384, 2.8472], [5.2370, 7.7624, 3.4511], [4.8718, 7.0267, 4.7199], [3.5066, 7.3701, 5.3117], [3.4797, 8.8086, 5.7759], [3.2121, 6.4614, 6.4892], [2.1354, 5.4597, 6.0608], [1.9523, 5.7371, 4.5715], [2.3595, 7.1706, 4.3341], [6.6623, 7.6797, 1.8587], [6.6438, 6.1534, 2.7396], [7.4050, 7.5130, 3.4569], [4.4878, 7.8703, 2.6689], [5.4477, 8.7992, 3.7337], [5.5939, 7.2359, 5.5053], [4.7740, 5.9479, 4.5736], [3.5164, 9.4252, 4.8778], [4.2953, 9.0223, 6.4565], [2.4908, 8.9988, 6.1845], [2.9437, 7.0587, 7.3559], [4.1474, 5.9818, 6.7780], [1.2414, 5.7333, 6.6172], [2.4663, 4.4429, 6.2374], [0.9868, 5.4243, 4.1747], [2.6397, 5.0913, 4.0053], [1.5705, 7.8818, 4.5552], [2.7918, 7.3043, 3.3540], [0.1428, -1.7367, -3.4988], [0.6738, -3.1668, -3.4779], [2.1531, -3.2307, -3.8277], [2.7761, -4.5990, -3.8808], [3.0506, -5.1640, -2.5405], [4.0548, -4.5508, -4.7252], [4.3222, -5.9667, -5.1876], [2.9024, -6.5617, -5.3286], [1.9428, -5.5560, -4.6946], [-0.8641, -1.7146, -3.0802], [0.0697, -1.2822, -4.4850], [0.7160, -1.1026, -2.8227], [0.1283, -3.7688, -4.2075], [0.4630, -3.6381, -2.5106], [2.7695, -2.5822, -3.1973], [2.3162, -2.8233, -4.8273], [3.5240, -6.1344, -2.6854], [2.0839, -5.3015, -2.0657], [3.7784, -4.5372, -2.0320], [4.8105, -4.0926, -4.0874], [3.8586, -3.9107, -5.5814], [4.8603, -6.5599, -4.4535], [4.8403, -5.9537, -6.1410], [2.8537, -7.5494, -4.8721], [2.5826, -6.7320, -6.3555], [1.1377, -6.0231, -4.1288], [1.4378, -4.9830, -5.4710], [-0.0286, 0.8149, -0.6774], [-0.8643, 1.8850, -1.0586], [0.3800, 0.9242, 0.6673], [-0.7885, -0.3769, -0.8734], [1.0984, 0.7986, -1.5283]], "forces_ev_per_a": [[0.665, -0.180, -0.216], [-0.286, 0.604, 0.545], [-0.644, 1.146, 0.002], [0.449, -0.167, -0.894], [0.695, -1.300, 0.038], [-0.217, -0.015, 0.112], [0.849, 0.292, 0.020], [-0.612, -0.515, 0.668], [0.310, 0.317, -0.220], [-0.673, -0.213, -0.066], [0.143, 0.076, 0.205], [-0.329, 0.037, -0.009], [-0.057, -0.188, 0.160], [0.049, -0.122, -0.138], [-0.076, -0.130, -0.361], [-0.408, -0.648, 0.362], [-0.122, 0.287, 0.705], [-0.108, -0.036, -0.331], [-0.016, 0.119, -0.146], [0.042, 0.378, 0.123], [-0.055, -0.261, 0.050], [-0.184, 0.133, -0.169], [0.039, 0.320, 0.068], [-0.060, -0.080, -0.277], [-0.064, -0.169, 0.073], [0.054, -0.215, -0.232], [0.114, 0.264, -0.218], [0.014, 0.012, 0.082], [0.166, 0.157, -0.072], [0.311, -0.043, 0.186], [-0.019, -0.253, 0.211], [0.123, 0.094, -0.099], [0.310, 0.682, -0.199], [-0.030, -0.288, 0.506], [-0.346, 0.682, 0.674], [-0.227, 0.118, -0.148], [-0.045, -0.593, 0.422], [1.065, -0.447, -0.708], [-0.216, 0.051, 0.302], [-0.259, -0.323, 0.318], [0.220, -0.028, -0.053], [-0.153, 0.088, 0.005], [-0.066, -0.012, -0.185], [0.019, -0.075, -0.054], [0.015, -0.017, 0.041], [-0.129, -0.083, -0.120], [-0.059, 0.189, 0.067], [0.063, 0.159, -0.280], [-0.261, -0.525, -0.220], [0.269, -0.378, -0.270], [0.192, -0.138, -0.084], [0.048, 0.135, 0.089], [0.012, -0.134, 0.139], [-0.259, 0.034, -0.277], [-0.126, 0.256, 0.053], [-0.182, 0.279, 0.377], [-0.110, 0.113, -0.005], [-0.050, 0.184, -0.341], [-0.099, -0.032, -0.050], [0.133, -0.020, 0.020], [-0.553, 0.331, 0.380], [-0.048, 0.505, 0.076], [-0.121, 0.011, -1.004], [-0.139, -0.769, 0.409], [0.777, -1.096, 0.574], [-0.865, 0.164, -0.311], [-0.894, 0.372, 1.039], [1.233, -0.008, -0.378], [-0.559, 0.584, 0.078], [-0.250, -0.621, -0.262], [0.137, 0.010, -0.068], [0.199, -0.124, -0.222], [0.020, -0.215, -0.013], [0.064, -0.350, -0.064], [0.220, -0.075, -0.114], [0.184, 0.175, 0.089], [0.051, 0.339, -0.291], [-0.089, 0.328, -0.070], [-0.018, 0.015, -0.054], [-0.093, 0.470, 0.018], [0.084, 0.179, 0.086], [-0.013, 0.038, 0.090], [0.294, -0.046, -0.155], [0.163, -0.043, 0.006], [0.248, -0.205, -0.021], [-0.143, 0.315, -0.018], [-0.377, -0.362, 0.091], [0.175, -0.163, 0.058], [0.203, 0.158, -0.464], [0.042, 0.193, 0.333], [0.070, -0.394, -1.341], [0.461, 1.200, 1.100], [-0.537, -0.366, -1.094], [-0.051, -0.398, 0.691], [-0.085, 0.220, 0.257], [0.654, -0.019, 0.227], [0.215, -0.551, 0.282], [-0.787, -0.339, 0.648], [-0.248, 0.443, -0.162], [0.277, -0.438, 0.011], [0.121, 0.086, 0.134], [-0.223, -0.234, 0.259], [-0.114, 0.264, 0.513], [-0.203, -0.197, -0.354], [0.101, -0.335, 0.008], [-0.016, 0.254, -0.306], [0.138, -0.065, -0.306], [-0.081, 0.075, 0.021], [0.338, 0.202, -0.284], [-0.219, -0.107, 0.121], [-0.323, 0.296, 0.138], [-0.229, -0.063, 0.205], [-0.032, -0.308, -0.076], [0.033, 0.146, -0.084], [0.020, 0.235, -0.038], [0.342, 0.158, -0.398], [0.272, -0.054, -0.119], [0.075, 0.199, 0.065], [-0.166, -0.015, 0.126], [0.021, 0.195, -0.182], [0.912, 0.361, 0.469], [-0.447, -0.554, 0.765], [0.048, -0.128, -1.391], [-0.115, -0.332, 1.086], [-0.052, 0.288, 0.207], [0.880, 0.376, -0.172], [0.120, 0.416, -0.527], [-0.955, -0.098, -0.051], [0.733, 0.119, -0.290], [-0.152, -0.103, -0.264], [-0.503, -0.141, -0.063], [-0.126, -0.045, -0.171], [0.470, -0.022, 0.081], [-0.113, 0.343, -0.076], [-0.085, 0.022, 0.114], [-0.058, -0.047, 0.017], [0.022, -0.093, -0.296], [0.014, -0.226, -0.013], [-0.085, 0.195, -0.045], [-0.476, -0.313, -0.215], [0.010, 0.134, 0.307], [-0.051, -0.389, 0.356], [-0.080, 0.109, -0.101], [0.016, -0.005, 0.185], [0.042, 0.146, 0.061], [0.006, 0.109, -0.156], [0.071, -0.003, -0.028], [0.241, -0.134, -0.009], [0.845, 0.836, 0.167], [-1.223, -0.546, -0.237], [-0.287, 1.188, 0.659], [-0.452, -0.018, -1.019], [0.807, -0.389, 0.377], [0.076, 0.988, -0.034], [0.299, -1.176, -0.632], [0.513, -0.645, 0.232], [0.205, 0.041, 0.039], [-0.498, -0.022, 0.024], [-0.018, 0.215, -0.033], [-0.290, -0.529, 0.164], [-0.047, 0.003, -0.066], [0.069, -0.134, 0.024], [0.457, -0.007, -0.104], [0.401, 0.107, 0.119], [-0.016, -0.041, 0.100], [0.179, -0.066, 0.482], [-0.270, 0.158, -0.172], [0.009, -0.041, -0.161], [-0.173, -0.538, -0.009], [-0.304, -0.085, 0.244], [-0.218, 0.532, 0.188], [0.116, 0.106, 0.144], [0.067, 0.137, -0.013], [-0.421, 0.348, -0.233], [-0.210, -0.009, 0.635], [-0.083, -0.431, -0.275], [0.199, 0.519, -0.332], [-0.075, 0.002, -0.972], [0.175, -0.419, -0.569], [0.286, 0.229, 0.641], [-0.733, -0.147, 0.070], [-0.112, -0.412, -0.126], [-0.531, -0.368, -0.482], [-0.030, -0.100, -0.082], [0.313, -0.153, -0.121], [0.116, 0.143, -0.215], [-0.061, 0.056, 0.005], [0.162, 0.165, 0.083], [-0.046, -0.308, 0.305], [-0.300, -0.036, -0.059], [-0.137, -0.070, 0.070], [0.188, 0.181, 0.476], [-0.319, 0.204, 0.254], [0.175, -0.026, -0.210], [-0.118, 0.102, 0.072], [0.379, 0.148, -0.131], [0.255, -0.097, 0.110], [-0.046, 0.104, 0.201], [0.231, 0.148, -0.082], [0.219, 0.136, 0.403], [0.226, 0.226, 0.000], [-0.806, 0.374, -0.757], [0.324, -0.082, 0.386], [0.028, -0.124, -0.126], [0.427, 0.036, 0.384], [0.211, -0.179, 0.352]], "lowdin_charge": [-0.041, -0.175, -0.246, 0.028, -0.173, -0.039, -0.076, -0.215, -0.210, -0.068, 0.085, 0.098, 0.088, 0.110, 0.141, 0.100, 0.085, 0.101, 0.126, 0.142, 0.106, 0.083, 0.067, 0.138, 0.131, 0.140, 0.139, 0.105, 0.088, 0.096, -0.044, -0.149, -0.265, 0.003, -0.130, -0.051, -0.085, -0.204, -0.205, -0.072, 0.094, 0.109, 0.087, 0.130, 0.145, 0.115, 0.111, 0.101, 0.125, 0.137, 0.066, 0.106, 0.087, 0.138, 0.110, 0.131, 0.137, 0.093, 0.093, 0.068, -0.045, -0.145, -0.277, 0.039, -0.155, -0.036, -0.080, -0.206, -0.190, -0.073, 0.103, 0.090, 0.087, 0.138, 0.129, 0.125, 0.106, 0.109, 0.121, 0.125, 0.096, 0.078, 0.063, 0.126, 0.146, 0.138, 0.130, 0.096, 0.089, 0.075, -0.038, -0.155, -0.267, 0.039, -0.143, -0.054, -0.085, -0.220, -0.202, -0.061, 0.106, 0.086, 0.078, 0.126, 0.139, 0.098, 0.109, 0.117, 0.141, 0.124, 0.086, 0.068, 0.087, 0.154, 0.114, 0.129, 0.123, 0.107, 0.096, 0.094, -0.080, -0.223, -0.109, -0.249, 0.009, -0.090, -0.127, -0.138, -0.078, 0.094, 0.088, 0.079, 0.106, 0.112, 0.143, 0.127, 0.115, 0.105, 0.116, 0.147, 0.120, 0.117, 0.132, 0.091, 0.124, 0.122, 0.128, -0.082, -0.223, -0.110, -0.263, 0.038, -0.087, -0.120, -0.162, -0.082, 0.087, 0.050, 0.095, 0.104, 0.124, 0.151, 0.132, 0.112, 0.126, 0.116, 0.138, 0.135, 0.126, 0.120, 0.123, 0.104, 0.145, 0.109, -0.079, -0.219, -0.130, -0.275, 0.030, -0.083, -0.116, -0.119, -0.108, 0.070, 0.090, 0.058, 0.110, 0.099, 0.138, 0.138, 0.117, 0.092, 0.111, 0.142, 0.141, 0.119, 0.135, 0.124, 0.130, 0.140, 0.138, -1.263, 0.099, 0.094, 0.071, 0.085], "e_tot_ev": -90360.0218, "max_force_ha_per_bohr": 0.0329, "charge": 6, "e_lumo_ev": -10.094}